1.
ORCA calculation (ωB97M-V/def2-TZVPD) on a structure of composition C5H9NS.

Cartesian coordinates (Å):
H (-2.16, -0.54, -0.09)
C (-0.09, -0.35, -1.03)
H (-1.17, -2.04, -0.04)
N (-0.14, 1.11, -0.80)
C (-0.15, -0.34, 1.00)
H (-0.96, 1.50, -1.26)
H (1.12, -1.86, 0.03)
H (-0.15, -0.64, 2.03)
S (2.60, -0.02, 0.00)
H (2.18, 1.10, -0.58)
C (0.97, -0.78, 0.02)
H (-1.21, 1.58, 1.01)
H (-0.01, -0.66, -2.07)
C (-0.26, 1.16, 0.68)
H (0.55, 1.72, 1.14)
C (-1.12, -0.94, -0.05)

As for the lowest unoccupied orbital energy: 0.96 eV. As for the HOMO-LUMO gap: 0.3572 hartree.


2.
ORCA calculation (ωB97M-V/def2-TZVPD) on a cluster of 2 separate species, C5H9NS in total.

Cartesian coordinates (Å):
H (-0.59, -2.14, -0.66)
C (-0.40, -1.35, 0.14)
N (-0.78, 1.80, -1.87)
H (0.70, 0.45, 0.63)
C (1.71, -0.28, -1.06)
C (0.28, -0.05, -0.31)
S (-3.35, 0.49, 1.48)
H (0.04, 2.12, -2.37)
H (1.72, -0.23, -2.21)
H (-0.04, -1.82, 1.00)
H (2.43, 0.52, -0.72)
H (-1.49, -1.13, 0.30)
C (-0.63, 0.86, -1.06)
C (-2.94, 0.21, -0.02)
H (-3.36, -0.29, -0.83)
H (2.25, -1.27, -0.81)

As for the lowest unoccupied orbital energy (alpha / beta): 0.15 / 0.15 eV. As for the HOMO-LUMO gap (alpha / beta): 0.2539 / 0.2540 hartree.


3.
ORCA calculation (ωB97M-V/def2-TZVPD) on a structure of composition C5H9NS.

Cartesian coordinates (Å):
H (-1.94, -2.48, -0.28)
H (1.27, -2.11, -0.33)
H (-1.62, 2.36, 1.06)
H (1.88, -0.09, -1.41)
C (-0.79, -0.64, 0.05)
N (-1.32, 0.61, -0.05)
C (1.08, -1.25, 0.22)
H (1.29, -1.36, 1.26)
H (3.05, -0.32, -0.24)
C (-1.82, -1.45, -0.14)
H (0.10, 1.68, 0.69)
C (-0.97, 1.88, 0.32)
H (-0.99, 2.59, -0.49)
H (1.75, 0.81, -0.02)
C (1.96, -0.21, -0.39)
S (-2.95, -0.02, -0.26)

As for the lowest unoccupied orbital energy: 0.85 eV. As for the HOMO-LUMO gap: 0.3262 hartree.


4.
ORCA calculation (ωB97M-V/def2-TZVPD) on an isolated molecule of C5H9NS.

Cartesian coordinates (Å):
H (3.31, -0.90, -0.13)
H (-2.15, 1.03, 1.24)
S (0.57, 1.35, -0.15)
H (-1.01, 0.15, -2.08)
N (0.85, -1.13, 0.00)
C (-0.81, 0.10, 0.04)
H (-0.79, 0.39, 2.19)
H (3.23, 1.03, -0.48)
H (3.27, 0.17, 1.25)
C (-1.55, -0.08, -1.22)
C (2.98, 0.12, 0.19)
H (-1.97, -1.04, -1.13)
H (-2.36, 0.79, -1.21)
C (1.59, -0.13, 0.09)
C (-1.42, 0.21, 1.36)
H (-2.06, -0.64, 1.61)

As for the lowest unoccupied orbital energy (alpha / beta): 0.51 / 0.51 eV. As for the HOMO-LUMO gap (alpha / beta): 0.3187 / 0.3187 hartree.


5.
ORCA calculation (ωB97M-V/def2-TZVPD) on a cluster of 2 separate species, C5H9NS in total.

Cartesian coordinates (Å):
H (-1.43, 1.04, -1.25)
C (-0.37, 0.77, 2.33)
H (-0.17, 1.49, -0.15)
H (2.22, -1.30, -0.57)
H (-0.44, -1.97, 1.16)
H (0.48, 1.29, -1.70)
S (-2.37, -1.20, 0.16)
H (1.65, -0.22, 0.73)
N (-0.09, 1.64, 3.02)
H (-2.52, 0.17, 0.07)
C (-0.68, -1.15, 0.39)
H (2.02, 0.45, -0.69)
C (1.63, -0.36, -0.25)
C (0.20, -0.54, -0.64)
C (-0.28, 0.91, -0.97)
H (0.14, -1.01, -1.65)

As for the lowest unoccupied orbital energy (alpha / beta): -2.26 / -2.26 eV. As for the HOMO-LUMO gap (alpha / beta): 0.2685 / 0.2687 hartree.


6.
ORCA calculation (ωB97M-V/def2-TZVPD) on a structure of composition C5H9NS.

Cartesian coordinates (Å):
C (1.23, -1.69, 1.31)
C (-0.88, 2.26, -1.06)
H (1.36, -0.38, -0.36)
H (-1.42, -0.37, 1.04)
C (-0.72, -0.29, 0.18)
C (1.01, -0.37, 0.72)
H (0.17, 2.52, -0.73)
S (-1.13, -1.59, -0.98)
H (2.33, -1.92, 1.38)
N (-1.18, -0.13, -1.96)
H (1.08, 0.57, 1.20)
H (-0.99, 2.45, -2.16)
C (-0.84, 0.69, -1.00)
H (-1.55, 2.71, -0.45)
H (0.57, -1.85, 2.21)
H (0.96, -2.61, 0.65)

As for the lowest unoccupied orbital energy: 0.87 eV. As for the HOMO-LUMO gap: 0.3452 hartree.


7.
ORCA calculation (ωB97M-V/def2-TZVPD) on a structure of composition C5H9NS.

Cartesian coordinates (Å):
C (-2.56, -0.08, 0.44)
H (2.81, -0.08, 1.52)
H (3.57, 0.26, -0.06)
H (-2.38, 0.21, 1.49)
H (-1.84, 0.75, -1.33)
C (-0.42, -0.82, -0.66)
H (1.54, -1.56, -1.01)
C (0.94, -0.68, -0.69)
H (-2.84, -1.14, 0.48)
C (-1.40, 0.40, -0.41)
C (2.72, 0.51, 0.57)
H (-0.83, -1.71, -1.18)
H (3.02, 1.50, 0.68)
N (1.58, 0.47, -0.28)
H (-3.55, 0.41, 0.01)
S (-0.35, 1.55, 0.43)

As for the lowest unoccupied orbital energy (alpha / beta): 1.02 / -1.74 eV. Its spin multiplicity is 3. As for the HOMO-LUMO gap (alpha / beta): 0.2952 / 0.2285 hartree.


8.
ORCA calculation (ωB97M-V/def2-TZVPD) on the ion C5H9O with charge -1.

Cartesian coordinates (Å):
H (-1.79, 0.16, -0.97)
H (-1.93, -1.49, 2.61)
C (-1.23, -0.13, 1.20)
C (1.44, 0.70, -0.44)
O (2.55, 0.47, -1.28)
C (-2.00, -1.22, 1.55)
H (-0.56, 0.24, 1.98)
H (0.16, -1.31, -0.73)
H (-2.75, -1.71, 0.94)
H (0.42, -0.01, -1.88)
C (-1.07, 0.32, -0.17)
H (1.02, 1.76, -0.53)
H (-0.96, 1.42, -0.14)
H (1.68, 0.52, 0.59)
C (0.25, -0.23, -0.74)

As for the lowest unoccupied orbital energy: 3.90 eV. The charge is -1. As for the SMILES: C=CCCC[O-]. As for the HOMO-LUMO gap: 0.2235 hartree.


What are the energy above the lowest of the compared OMol25 structures with the same formula, charge and spin values for these records? In order: 24.7 128.1 96.1 77.2 119.0 67.5 16.6 27.0 kcal per mole.
What are the E values for these records? In order: -648.81379 -648.64909 -648.70006 -648.73011 -648.66347 -648.74555 -648.68509 -271.06356 hartree.
What are the max |F| values for these records? In order: 1.0 3.7 5.2 5.3 6.0 6.8 3.4 4.2 eV Å⁻¹.